Record 1
DFT (the ωB97M-V functional and the def2-TZVPD basis) results for one molecule with the formula C6H4O.

Calculated values
E_tot, eV: -8327.529
Spin multiplicity: 1
Relative energy (zero: lowest compared OMol25 entry of this formula, charge and spin), kJ/mol: 473.87
Lowest unoccupied orbital energy, eV: -0.03
Orbital gap, eV: 9.814

XYZ file:
```
11
Properties=species:S:1:pos:R:3:lowdin_charge:R:1
C -0.255 2.453 -0.438 -0.081
C -0.166 1.000 -0.516 -0.037
C -0.095 -0.204 -0.454 0.014
C 0.216 -1.593 -0.255 -0.419
O 0.321 -2.410 -1.132 0.096
C 0.633 -1.467 1.490 0.037
C 0.259 -2.645 1.282 0.042
H -1.088 2.835 -1.034 0.083
H 0.669 2.917 -0.799 0.087
H -0.399 2.752 0.606 0.087
H 0.151 -3.706 1.153 0.091
```

=====

Record 2
DFT (the ωB97M-V functional and the def2-TZVPD basis) results for C34H68N2NbO13S as an isolated structure at a distorted geometry.

Calculated values
E_tot, eV: -78335.216
Spin multiplicity: 1
Charge: -1
Lowest unoccupied orbital energy, eV: 1.30
Orbital gap, eV: 5.535

XYZ file:
```
119
Properties=species:S:1:pos:R:3:lowdin_charge:R:1
C -3.314 3.906 -6.171 0.004
C -3.303 2.664 -7.109 -0.516
O -4.180 2.587 -7.933 0.081
O -2.418 1.621 -7.056 -0.008
C -1.131 1.985 -6.498 -0.198
C -0.005 0.975 -6.866 -0.164
C 0.051 -0.280 -5.887 -0.184
C 0.562 0.239 -4.488 -0.210
C 2.122 -0.005 -4.242 -0.190
C 2.300 -1.042 -3.066 -0.231
C 3.318 -0.557 -1.937 -0.321
C 3.667 -1.864 -1.077 -0.454
Nb 4.500 -1.372 0.970 1.247
C 5.442 -1.187 3.047 -0.513
C 6.489 -2.373 3.234 -0.617
S 6.892 -2.533 5.034 0.909
C 6.929 -4.258 5.513 -0.647
N 6.544 -5.383 4.892 0.030
N 6.846 -6.379 5.782 -0.012
C 7.349 -5.870 6.889 -0.178
O 7.420 -4.493 6.761 -0.039
H -2.321 4.204 -5.769 0.072
H -3.669 4.770 -6.790 0.093
H -4.091 3.773 -5.377 0.085
H -1.277 2.083 -5.387 0.120
H -0.813 3.010 -6.840 0.126
H -0.014 0.666 -7.940 0.113
H 0.975 1.503 -6.707 0.116
H 0.743 -1.047 -6.310 0.103
H -0.963 -0.745 -5.764 0.108
H 0.418 1.348 -4.355 0.096
H -0.074 -0.235 -3.703 0.096
H 2.634 0.970 -4.067 0.099
H 2.584 -0.465 -5.156 0.098
H 1.360 -1.304 -2.526 0.097
H 2.728 -2.016 -3.429 0.105
H 4.253 -0.162 -2.414 0.090
H 2.860 0.240 -1.303 0.073
H 4.360 -2.467 -1.710 0.006
H 2.691 -2.427 -1.002 0.031
H 5.089 0.283 0.444 -0.146
H 6.087 -2.137 0.428 -0.120
H 3.829 -2.998 1.544 -0.136
H 2.911 -0.625 1.507 -0.126
H 6.041 -0.243 3.138 0.025
H 4.641 -1.238 3.834 0.023
H 7.415 -2.169 2.653 0.043
H 6.044 -3.301 2.789 0.032
H 7.709 -6.382 7.799 0.124
O 6.035 -4.142 -1.667 0.084
C 7.140 -3.760 -1.919 -0.552
O 7.319 -2.759 -2.809 -0.012
C 8.566 -2.100 -3.027 -0.241
C 9.416 -2.851 -4.031 -0.075
C 8.348 -4.436 -1.323 0.006
H 9.087 -1.925 -2.084 0.115
H 8.319 -1.115 -3.429 0.122
H 9.675 -3.849 -3.672 0.064
H 10.341 -2.308 -4.236 0.075
H 8.871 -2.983 -4.968 0.080
H 8.606 -5.306 -1.928 0.089
H 8.095 -4.762 -0.315 0.093
H 9.217 -3.786 -1.227 0.066
O -3.081 0.214 -3.664 0.113
C -4.018 0.731 -3.117 -0.518
O -3.987 0.935 -1.786 0.010
C -4.950 1.713 -1.071 -0.236
C -6.158 0.884 -0.689 -0.060
C -5.268 1.076 -3.885 0.018
H -5.218 2.613 -1.630 0.114
H -4.447 2.053 -0.164 0.100
H -6.687 0.512 -1.568 0.073
H -6.857 1.475 -0.092 0.076
H -5.854 0.010 -0.110 0.080
H -5.905 0.195 -3.952 0.100
H -4.979 1.384 -4.890 0.078
H -5.834 1.905 -3.462 0.070
O -8.056 -2.256 0.379 0.112
C -8.205 -1.896 1.515 -0.527
O -7.326 -1.036 2.066 -0.012
C -7.512 -0.392 3.331 -0.233
C -7.031 -1.268 4.469 -0.061
C -9.312 -2.458 2.369 0.010
H -8.548 -0.071 3.458 0.116
H -6.909 0.517 3.297 0.099
H -7.601 -2.196 4.530 0.069
H -7.122 -0.744 5.422 0.082
H -5.986 -1.547 4.319 0.089
H -8.984 -3.402 2.803 0.098
H -10.178 -2.639 1.733 0.092
H -9.646 -1.788 3.159 0.069
O 3.202 1.497 2.250 0.010
C 2.288 2.007 2.829 -0.529
O 2.487 3.119 3.579 -0.011
C 1.423 3.893 4.137 -0.245
C 0.977 3.331 5.471 -0.073
C 0.919 1.376 2.811 -0.002
H 0.598 3.993 3.429 0.110
H 1.824 4.898 4.286 0.117
H 0.579 2.320 5.367 0.067
H 0.204 3.960 5.915 0.071
H 1.822 3.270 6.160 0.080
H 0.871 0.608 3.583 0.095
H 0.769 0.912 1.837 0.080
H 0.102 2.084 2.946 0.060
O -2.618 3.410 5.169 0.111
C -3.620 3.163 4.554 -0.521
O -3.825 3.733 3.351 0.007
C -4.877 3.359 2.457 -0.239
C -6.162 4.093 2.780 -0.060
C -4.697 2.291 5.146 0.016
H -5.007 2.274 2.438 0.107
H -4.540 3.646 1.460 0.115
H -6.528 3.842 3.777 0.068
H -6.940 3.844 2.055 0.077
H -5.998 5.172 2.764 0.085
H -5.341 2.900 5.781 0.098
H -4.221 1.521 5.752 0.095
H -5.300 1.769 4.405 0.046
```

=====

Record 3
DFT (the ωB97M-V functional and the def2-TZVPD basis) results for one molecule with the formula C2H3ClF2S at a distorted geometry.

Calculated values
E_tot, eV: -30914.900
Spin multiplicity: 1
Relative energy (zero: lowest compared OMol25 entry of this formula, charge and spin), kJ/mol: 32.03
Lowest unoccupied orbital energy, eV: 0.73
SMILES string: FC(F)(Cl)CS
Orbital gap, eV: 10.390

XYZ file:
```
9
Properties=species:S:1:pos:R:3:lowdin_charge:R:1
F 1.679 0.980 -0.694 0.053
C 0.567 0.434 -0.145 -0.986
F -0.226 1.410 0.385 -0.035
Cl 0.982 -0.388 1.322 0.770
C -0.191 -0.567 -1.012 -0.589
S -1.900 -0.708 -0.649 0.763
H 0.168 -1.578 -0.864 0.057
H -0.157 -0.205 -2.102 0.115
H -1.651 -1.006 0.604 -0.149
```

=====

Record 4
DFT (the ωB97M-V functional and the def2-TZVPD basis) results for one molecule with the formula C9H10 at a distorted geometry.

Calculated values
E_tot, eV: -9486.076
Spin multiplicity: 1
Relative energy (zero: lowest compared OMol25 entry of this formula, charge and spin), kJ/mol: 708.85
Lowest unoccupied orbital energy (alpha / beta), eV: 0.09 / -0.05
Orbital gap (alpha / beta), eV: 7.485 / 7.473

XYZ file:
```
19
Properties=species:S:1:pos:R:3:lowdin_charge:R:1
C 1.232 -1.751 1.262 0.038
C 1.526 -0.937 0.342 -0.086
C -1.956 0.112 2.040 0.033
C -0.680 -0.137 1.760 -0.199
C 1.197 1.434 -0.463 -0.022
C -0.101 -1.185 0.960 -0.184
C 1.739 0.029 -0.670 -0.279
C 0.361 0.279 -0.934 -0.264
C -0.500 -0.113 -2.079 -0.040
H -2.261 0.781 2.725 0.008
H -2.758 -0.624 1.797 0.079
H 0.055 0.475 2.211 0.099
H 1.036 1.897 0.517 0.097
H 1.196 2.146 -1.360 0.138
H -0.826 -1.605 0.129 0.149
H 2.651 -0.125 -1.300 0.158
H 0.110 -0.915 -2.605 0.110
H -0.554 0.782 -2.669 0.071
H -1.466 -0.544 -1.662 0.094
```